109
Properties=species:S:1:pos:R:3:forces:R:3:lowdin_charge:R:1 method="wB97M-V/def2-TZVPD" relative_energy_kj_mol=0.0 multiplicity=1 molar_mass_g_mol=1109.849 e_homo_ev=-10.21 charge=+1 e_tot_ev=-167998.69333 e_lumo_ev=-2.1 max_force_ev_per_a=0.2
Ir 0.74578 1.43581 1.40255 0.1 0.1 0.1 0.873
As -2.11208 -2.52573 -2.24629 0.0 0.0 0.0 1.324
Cl 2.63200 0.71085 2.68763 0.0 0.0 0.0 0.816
Cl 4.85426 2.53569 -1.89272 0.0 0.0 0.0 0.704
S 2.33463 2.39447 -0.05441 -0.1 0.1 0.0 0.648
P 0.55375 -0.20132 -0.27167 0.0 0.0 -0.1 0.927
N -1.99038 2.45926 1.26445 0.0 0.0 0.0 0.046
N -0.45384 0.33954 2.83760 0.0 0.0 -0.1 -0.058
N -0.70825 3.19346 3.29685 0.0 0.1 0.0 0.043
N 0.56158 3.01280 2.82591 0.0 -0.1 0.1 -0.070
N -0.80636 2.54093 0.57747 -0.1 -0.2 0.0 -0.076
N -1.64392 0.87897 3.18790 0.0 0.0 0.0 0.030
C 2.00319 -1.20234 -0.74770 0.0 0.0 0.1 -0.322
C 6.32654 0.55834 1.23578 0.0 0.0 0.0 -0.064
C -2.73011 -5.21560 -3.30779 0.0 0.0 0.0 -0.111
C 1.00909 -3.74252 -4.84621 0.0 0.0 0.0 -0.092
C -0.68674 -1.47198 0.18491 0.0 0.0 -0.1 -0.374
C -0.71488 4.21179 4.17811 0.0 0.0 0.0 -0.254
C -1.49410 -1.02165 4.26475 0.0 0.0 0.1 0.033
C 0.80640 0.93746 -2.84211 0.0 0.0 0.0 -0.127
C -2.34132 3.76131 -0.47348 0.0 0.1 0.1 0.028
C 2.19649 -1.67800 -2.04548 0.0 0.0 0.0 -0.085
C -1.94624 4.67835 4.87821 0.0 0.0 0.0 -0.008
C -0.33691 -0.81307 3.51436 0.0 -0.1 0.0 -0.336
C -3.28750 -6.48643 -3.23771 0.0 0.0 0.0 -0.079
C 0.96641 -2.77332 -5.84249 0.0 0.0 0.0 -0.078
C 2.88363 -1.62652 0.24676 0.0 0.0 -0.1 -0.111
C -0.05674 0.52905 -1.82276 0.0 0.0 0.0 -0.361
C 0.57397 4.69290 4.27933 0.0 0.0 0.0 0.033
C 1.34720 3.91547 3.41133 0.0 0.0 0.0 -0.312
C 0.30370 1.50106 -4.00424 0.0 0.0 0.0 -0.077
C -4.32465 3.32703 1.13038 0.0 0.0 0.0 -0.004
C -1.42487 0.75003 -1.97158 0.1 0.0 0.0 -0.149
C 3.95441 -2.45555 -0.04599 0.0 0.0 0.0 -0.059
C -0.83061 -2.66981 -3.71026 0.0 0.0 0.0 -0.424
C 0.02318 -1.75968 -5.77875 0.0 0.0 0.0 -0.078
C -2.29441 0.08253 4.04737 0.0 0.0 0.0 -0.250
C -1.06098 1.71371 -4.14303 0.0 0.0 0.0 -0.077
C 2.81092 4.02949 3.14929 0.0 0.0 0.0 -0.034
C 4.02820 0.96607 1.64163 0.0 0.0 0.0 -0.595
C -2.76675 -4.36904 -2.20522 0.0 0.0 0.0 -0.412
C -2.92904 3.18881 0.62659 0.0 0.0 0.0 -0.259
C -3.39908 -4.80757 -1.04261 0.0 0.0 0.0 -0.141
C 0.01939 3.95848 -1.37304 -0.1 -0.1 0.0 -0.041
C -3.62815 0.42139 4.62097 0.0 0.0 0.0 -0.003
C -3.89040 -6.92315 -2.06852 0.0 0.0 0.0 -0.086
C 3.27408 -2.50015 -2.34156 0.0 0.0 0.0 -0.052
C -0.85403 -2.69837 -0.71656 0.0 0.0 0.0 -0.377
C 0.12076 -3.68628 -3.78394 0.0 0.0 0.0 -0.139
C 4.97279 1.73702 -0.36336 0.0 0.0 0.0 -0.667
C 5.22724 0.42654 2.06455 0.0 0.0 0.0 -0.098
C -3.94899 -6.07804 -0.96881 0.0 0.0 0.0 -0.087
C -1.92247 1.34852 -3.11965 0.0 0.0 0.0 -0.082
C 4.16207 -2.88188 -1.34868 0.0 0.0 0.0 -0.057
C -0.87607 -1.71487 -4.71933 0.0 0.0 0.0 -0.128
C 3.83224 1.64346 0.45086 0.0 0.0 0.0 -0.667
C -0.99596 3.37763 -0.45089 0.0 0.1 0.0 -0.302
C 6.19172 1.20675 0.01586 0.0 0.0 0.0 -0.090
C 0.85366 -1.71554 3.54210 -0.1 0.0 -0.1 -0.058
B -1.90079 2.33272 2.80468 0.0 0.0 0.0 -0.513
H 1.34405 -1.81930 2.57931 0.0 0.0 -0.1 0.030
H 2.73868 -1.31189 1.26592 0.0 0.0 0.0 0.035
H 7.03540 1.30689 -0.65255 0.0 0.0 0.0 0.113
H -4.36894 3.99105 1.99419 0.0 0.0 0.0 0.083
H 3.10900 5.07670 3.17680 0.0 0.0 0.0 0.092
H -2.40423 3.87622 5.45694 0.0 0.0 0.0 0.083
H 1.87606 0.83318 -2.72449 0.0 0.0 0.0 0.096
H -1.69013 5.48762 5.55820 0.0 0.0 0.0 0.087
H -1.70285 -1.86379 4.90230 0.0 0.0 0.0 0.121
H 1.49616 -1.44092 -2.83324 0.0 0.0 0.0 0.089
H 0.33995 3.26551 -2.14372 0.1 -0.1 0.0 0.052
H -1.63651 -0.96147 0.37185 0.0 0.0 0.0 0.077
H -4.32113 -7.91428 -2.01575 0.0 0.0 0.0 0.105
H -2.91073 2.71456 3.30484 0.0 0.0 0.0 0.116
H 1.59469 -1.35922 4.25897 0.0 0.0 0.0 0.073
H -3.55418 1.24832 5.32820 0.0 0.0 0.0 0.086
H 4.62746 -2.76327 0.74371 0.0 0.0 0.0 0.112
H -2.68991 5.04774 4.17169 0.0 0.0 0.0 0.085
H -4.73668 2.36357 1.42829 0.0 0.0 0.0 0.088
H -3.24834 -7.13595 -4.10271 0.0 0.0 0.0 0.106
H 0.11203 -3.05735 -1.07437 0.0 0.0 0.0 0.055
H -4.43086 -6.40575 -0.05662 0.0 0.0 0.0 0.104
H 0.53693 -2.70564 3.86591 0.0 0.0 0.0 0.093
H -2.26462 -4.89194 -4.22993 0.0 0.0 0.0 0.096
H 1.73403 -4.54512 -4.90068 0.0 0.0 0.0 0.108
H -1.27499 -3.49869 -0.10652 0.0 0.0 0.0 0.058
H 7.28209 0.14909 1.53148 0.0 0.0 0.0 0.115
H -3.47308 -4.15118 -0.18094 0.0 0.0 0.0 0.094
H 5.00321 -3.52008 -1.58551 0.0 0.0 0.0 0.111
H 0.16184 -4.45030 -3.01525 0.0 0.0 0.0 0.112
H -2.11693 0.47747 -1.18555 0.0 0.0 0.0 0.090
H 0.89334 4.31532 -0.83716 0.0 0.0 0.1 0.036
H -4.33406 0.71050 3.84357 0.0 0.0 0.0 0.083
H 5.29274 -0.09034 3.01252 0.0 0.0 0.0 0.116
H 1.66082 -2.81764 -6.67164 0.0 0.0 0.0 0.106
H -0.35473 -1.81281 1.16154 0.1 0.0 0.2 0.052
H -0.02043 -1.00782 -6.55651 0.0 0.0 0.0 0.107
H 0.91373 5.50805 4.89508 0.0 0.0 0.0 0.120
H -1.45097 2.16720 -5.04535 0.0 0.0 0.0 0.114
H 3.38541 3.50299 3.91361 0.0 0.0 0.0 0.085
H -2.98720 1.51813 -3.21401 0.0 0.0 0.0 0.116
H 3.40597 -2.85098 -3.35634 0.0 0.0 0.0 0.106
H 0.98486 1.79620 -4.79191 0.0 0.0 0.0 0.117
H -2.80013 4.41458 -1.19600 0.0 0.0 0.0 0.126
H -4.95298 3.74617 0.34739 0.0 0.0 0.0 0.089
H -1.61669 -0.92571 -4.67662 0.0 0.0 0.0 0.082
H 3.06951 3.63031 2.17233 0.0 0.0 0.0 0.019
H -4.02843 -0.44163 5.14822 0.0 0.0 0.0 0.088
H -0.44090 4.81651 -1.86086 0.0 0.0 0.0 0.095

---

7
Properties=species:S:1:pos:R:3:forces:R:3:lowdin_charge:R:1 method="wB97M-V/def2-TZVPD" relative_energy_kj_mol=432.7 multiplicity=1 molar_mass_g_mol=94.095 e_homo_ev="-8.71 / -8.52" e_tot_ev=-17936.08901 e_lumo_ev="-0.6 / -0.3" max_force_ev_per_a=11.5
S 2.00829 0.16843 0.08233 5.3 -7.7 1.3 0.780
O -1.81794 1.12222 -0.65876 -0.2 -0.9 0.8 0.057
O 1.07595 1.15831 0.19886 -6.3 9.6 -0.7 -0.694
N -0.96988 0.34093 -0.29382 -0.7 3.3 -1.6 -0.262
N -0.58626 -0.76559 -0.31069 0.9 -3.2 1.1 0.081
H 1.47127 -0.42369 1.22981 1.7 -1.4 -0.3 -0.074
H -1.18142 -1.60061 -0.24774 -0.6 0.4 -0.6 0.112

---

14
Properties=species:S:1:pos:R:3:forces:R:3:lowdin_charge:R:1 method="wB97M-V/def2-TZVPD" relative_energy_kj_mol=425.2 multiplicity=1 molar_mass_g_mol=84.118 e_homo_ev="-6.84 / -7.07" e_tot_ev=-7357.84835 e_lumo_ev="0.9 / 0.9" max_force_ev_per_a=0.7
O -1.46198 0.79253 0.93606 -0.3 0.0 -0.1 -0.056
C 0.90305 0.46176 0.75707 0.1 0.1 0.0 -0.147
C -0.34623 1.01302 0.04291 0.3 0.1 0.0 -0.395
C 0.23150 -1.09349 -0.84530 -0.6 -0.5 -0.1 -0.230
C 0.98995 -0.97258 0.34103 0.6 0.2 0.4 -0.093
C -0.43156 0.15085 -1.18750 0.0 0.4 -0.2 -0.071
H -2.26612 0.95446 0.42501 0.1 0.0 0.2 0.089
H 1.76950 0.98387 0.31104 -0.1 0.0 0.1 0.131
H 0.88708 0.66097 1.83250 0.0 0.0 -0.2 0.118
H 1.59168 -1.74802 0.79533 -0.1 0.1 -0.1 0.100
H -0.25455 2.08733 -0.15636 0.0 -0.2 0.0 0.134
H 0.23479 -1.97961 -1.47624 0.0 0.2 0.1 0.130
H -1.26829 0.18890 -1.87769 0.1 0.0 0.1 0.089
H -0.67000 -1.13328 -0.10409 -0.2 -0.4 -0.1 0.202

---

18
Properties=species:S:1:pos:R:3:forces:R:3:lowdin_charge:R:1 method="wB97M-V/def2-TZVPD" relative_energy_kj_mol=148.2 multiplicity=1 smiles="CNC(=O)[C@H](N)CS" molar_mass_g_mol=134.204 e_homo_ev=-8.97 e_tot_ev=-20172.38670 e_lumo_ev=0.8 max_force_ev_per_a=3.8
S -1.75699 -1.13376 -1.85203 0.2 -0.1 -0.3 0.674
O 1.35134 1.83626 0.87509 -0.3 0.5 -0.5 0.038
N 0.25632 1.59784 -1.61262 0.5 -3.7 -0.9 0.089
N 0.84508 -0.12563 1.69991 -1.5 -1.6 0.7 0.014
C 0.43307 -1.56342 1.65294 0.4 0.7 0.5 -0.079
C -1.32997 0.08684 -0.57528 -0.9 0.3 0.5 -0.528
C 0.16802 0.52846 -0.69451 -1.6 -2.3 0.3 -0.415
C 0.78837 0.77395 0.65630 1.5 1.2 2.3 -0.469
H -1.09462 -0.51115 -2.86517 -0.3 -0.1 0.4 -0.125
H -1.60538 -0.38433 0.42262 0.4 0.6 -1.3 0.081
H 0.28885 -1.82666 0.60293 -0.9 -0.1 0.3 0.069
H 0.62391 -0.42444 -1.09402 0.1 1.2 0.1 0.133
H -0.28108 -1.98155 2.44640 0.2 1.2 -1.5 0.108
H 1.31014 -2.10128 1.89483 1.2 -0.8 0.3 0.050
H 1.15051 1.67674 -1.97790 1.6 0.8 -0.7 0.070
H 1.12016 0.22310 2.64767 -0.2 -0.1 -1.8 0.159
H -2.03752 0.93508 -0.77528 0.9 -0.5 0.6 0.078
H -0.23022 2.39396 -1.45189 -1.4 2.7 0.9 0.053

---

15
Properties=species:S:1:pos:R:3:forces:R:3:lowdin_spin:R:1 method="wB97M-V/def2-TZVPD" relative_energy_kj_mol=0.0 multiplicity=3 molar_mass_g_mol=171.589 e_homo_ev="-8.24 / -9.40" s_squared=2.02 e_tot_ev=-39405.93393 e_lumo_ev="0.7 / -2.6" max_force_ev_per_a=4.2
Cl -3.06947 0.45813 0.94970 -1.2 -1.0 1.5 0.114
S -2.54189 3.26548 -0.77677 -0.3 -0.4 -0.1 0.421
P -2.04223 1.41282 -0.39741 0.3 2.1 -1.9 0.402
O -0.13845 -0.67896 -1.52907 0.1 0.9 -0.1 0.572
N -0.54106 1.53089 0.32008 -0.3 -1.2 0.8 0.120
C 0.82152 -0.48955 -0.67047 -1.1 -1.2 1.7 0.098
C 0.14389 0.36473 0.70793 3.4 1.9 -1.2 0.205
C 1.14472 -1.88450 -0.02172 3.8 1.8 -0.1 0.029
H -0.46176 -0.34891 1.18715 -0.4 -0.7 0.9 0.005
H 1.69308 -2.31240 -0.83781 0.6 -0.7 -0.3 0.002
H 1.65946 0.16731 -0.99050 -0.1 -0.4 0.2 0.009
H 1.82160 -1.97028 0.88477 -0.9 0.6 -0.9 0.001
H 0.32061 -2.48633 0.06470 -2.4 -1.0 0.5 0.001
H 1.12581 0.78320 1.20777 -1.9 -1.7 -0.4 0.014
H 0.06417 2.18836 -0.09835 0.4 1.1 -0.5 0.005